Arrangement one

Here is the molecule C5H14N4 from the OMol25 dataset. Energies are from ωB97M-V with the def2-TZVPD basis set.

Last column: natural (NBO) charge in e.
Positions of all 23 atoms, in Å:
C  0.222  2.311  0.099  -0.41
N  0.935  1.177  -0.408  -0.61
C  1.175  0.098  0.225  0.52
C  2.619  -0.279  0.426  -0.68
N  0.197  -0.792  0.618  -0.16
N  0.657  -2.054  1.005  -0.63
N  -1.185  -0.706  -0.248  -0.31
C  -1.177  -0.531  -1.678  -0.42
C  -2.217  0.034  0.437  -0.42
H  -0.249  2.155  1.076  0.17
H  -0.536  2.603  -0.632  0.18
H  0.927  3.147  0.152  0.18
H  2.958  -0.904  -0.401  0.23
H  3.215  0.629  0.462  0.23
H  2.756  -0.825  1.356  0.23
H  -0.032  -2.482  1.614  0.37
H  0.836  -2.666  0.208  0.34
H  -1.155  0.518  -2.002  0.18
H  -0.319  -1.045  -2.109  0.21
H  -2.098  -0.975  -2.071  0.21
H  -2.346  1.067  0.092  0.18
H  -3.166  -0.490  0.274  0.19
H  -2.016  0.009  1.507  0.22

Output
Kohn-Sham gap in eV: 8.3392
HOMO in eV: -7.4
2S+1: 1
Total charge: 0
SMILES string: C/N=C(/C)N(N)N(C)C
LUMO level in eV: 0.9785

***

Arrangement two

Here is a 2-piece molecular cluster, C5H14N4 overall from the OMol25 dataset. Energies are from ωB97M-V with the def2-TZVPD basis set.

Last column: natural (NBO) charge in e.
Positions of all 23 atoms, in Å:
N  -1.157  -0.348  -1.524  -0.85
C  0.295  -0.247  -1.572  -0.23
C  0.875  0.796  -0.642  -0.07
N  2.254  1.145  -0.875  -0.85
C  0.275  1.364  0.418  0.36
N  -1.071  1.233  0.748  -0.85
N  1.006  2.182  1.290  -0.84
H  -1.466  -1.121  -2.103  0.36
H  -1.565  0.501  -1.904  0.36
H  0.664  -0.033  -2.591  0.16
H  0.691  -1.240  -1.288  0.18
H  2.439  1.191  -1.874  0.36
H  2.881  0.444  -0.486  0.35
H  -1.220  1.239  1.749  0.37
H  -1.486  0.426  0.296  0.42
H  0.474  2.983  1.607  0.37
H  1.881  2.452  0.858  0.40
C  -0.963  -2.557  0.790  -0.38
C  -0.962  -1.760  1.838  -0.39
H  -1.873  -2.861  0.304  0.19
H  -0.050  -2.954  0.377  0.19
H  -0.048  -1.457  2.323  0.20
H  -1.876  -1.378  2.261  0.19

Output
Kohn-Sham gap in eV: 8.1172
HOMO in eV: -7.1
2S+1: 1
Total charge: 0
SMILES string: NCC(N)=C(N)N.C=C
LUMO level in eV: 1.0150

***

Last place for stability: arrangement one

***

Arrangement one

Here is the molecule C9H16N2O6 from the OMol25 dataset. Energies are from ωB97M-V with the def2-TZVPD basis set.

Last column: natural (NBO) charge in e.
Positions of all 33 atoms, in Å:
C  2.908  -1.627  1.856  -0.63
C  2.405  -1.838  0.422  0.10
O  1.360  -2.797  0.505  -0.73
C  1.957  -0.556  -0.218  -0.16
N  3.233  0.267  -0.255  -0.85
C  0.664  0.025  0.308  0.68
O  0.652  1.072  1.025  -0.68
N  -0.473  -0.491  -0.166  -0.64
C  -1.746  0.113  0.219  -0.17
C  -2.434  0.710  -1.153  -0.39
C  -1.828  2.081  -1.929  -0.51
C  -1.719  3.302  -0.866  0.78
O  -2.452  4.290  -1.081  -0.59
O  -0.846  3.231  0.145  -0.68
C  -2.787  -1.061  0.772  0.81
O  -2.814  -2.172  0.338  -0.58
O  -3.510  -0.462  1.754  -0.67
H  3.360  -2.621  2.245  0.21
H  2.052  -1.366  2.363  0.21
H  3.766  -0.936  1.711  0.24
H  3.215  -2.019  -0.271  0.17
H  1.739  -3.540  -0.002  0.48
H  1.740  -0.837  -1.244  0.19
H  3.796  -0.007  -1.065  0.37
H  2.973  1.227  -0.167  0.39
H  -0.361  -1.532  -0.282  0.45
H  -1.543  0.889  1.023  0.27
H  -3.440  0.987  -1.133  0.22
H  -2.112  -0.123  -1.869  0.22
H  -2.619  2.301  -2.686  0.24
H  -0.821  2.067  -2.459  0.22
H  -0.151  2.582  0.052  0.52
H  -4.164  -1.155  2.108  0.50

Output
Kohn-Sham gap in eV: 9.9021
HOMO in eV: -9.7
2S+1: 1
Total charge: 0
SMILES string: C[C@@H](O)[C@H](N)C(=O)N[C@@H](CCC(=O)O)C(=O)O
LUMO level in eV: 0.2304

***

Arrangement two

Here is a 4-piece molecular cluster, C9H16N2O6 overall from the OMol25 dataset. Energies are from ωB97M-V with the def2-TZVPD basis set.

Last column: natural (NBO) charge in e.
Positions of all 33 atoms, in Å:
C  -1.656  -1.981  0.673  -0.15
C  -0.199  -1.282  0.224  0.70
C  -2.493  -2.313  -0.569  0.01
C  -3.292  -1.086  -1.204  -0.68
C  1.306  0.334  0.151  -0.20
C  2.703  -0.219  0.088  0.79
C  1.456  1.637  0.854  -0.39
C  2.095  2.741  -0.147  -0.56
C  1.276  3.105  -1.395  0.82
H  -2.595  -1.745  2.472  0.36
H  -2.568  -0.411  1.536  0.37
H  -1.353  -2.873  1.187  0.22
H  -3.361  -3.177  -0.383  0.22
H  -0.557  -2.854  -1.485  0.53
H  -2.671  0.318  -1.254  0.25
H  -4.642  -1.046  -0.276  0.21
H  -3.386  -1.848  -2.501  0.29
H  0.082  -0.208  1.958  0.46
H  1.050  0.595  -0.885  0.31
H  0.508  1.856  1.280  0.22
H  2.235  1.628  1.678  0.21
H  2.218  3.741  0.451  0.23
H  3.095  2.320  -0.341  0.28
H  2.854  4.390  -1.126  0.50
H  2.219  -1.154  1.810  0.50
N  -2.122  -1.227  1.901  -0.84
N  0.441  -0.453  1.005  -0.66
O  0.180  -1.469  -0.983  -0.66
O  -1.578  -3.183  -1.357  -0.79
O  3.535  0.042  -0.926  -0.61
O  0.183  2.574  -1.717  -0.55
O  1.987  4.370  -1.769  -0.71
O  3.049  -1.121  1.048  -0.65

Output
Kohn-Sham gap in eV: 9.5178
HOMO in eV: -9.6
2S+1: 1
Total charge: 0
LUMO level in eV: -0.0817

***

Last place for stability: arrangement two

***

Arrangement one

Here is C43H55F5N2O6PRbSi2Te as an isolated structure from the OMol25 dataset. Energies are from ωB97M-V with the def2-TZVPD basis set.

Last column: Löwdin charge in e.
Positions of all 116 atoms, in Å:
Rb  1.372  -1.215  -0.317  1.02
O  -0.023  -2.288  3.900  -0.03
C  0.224  -1.466  2.999  -0.66
O  0.116  -1.656  1.753  -0.27
C  0.552  -0.016  3.438  -0.09
C  -0.624  0.907  3.033  -0.25
C  -0.636  2.161  3.916  -0.10
C  0.558  2.946  3.322  -0.10
C  1.014  1.996  2.205  -0.26
O  -0.230  1.435  1.761  -0.06
C  1.738  0.779  2.793  -0.10
C  2.631  0.050  1.775  -0.75
O  3.106  -1.050  2.082  -0.02
O  2.797  0.637  0.655  -0.31
H  0.655  -0.035  4.523  0.14
H  -1.578  0.413  2.933  0.13
H  -0.514  1.916  4.973  0.11
H  -1.573  2.707  3.796  0.10
H  1.349  3.145  4.048  0.10
H  0.237  3.898  2.897  0.10
H  1.526  2.453  1.364  0.14
H  2.416  1.091  3.595  0.15
C  -4.973  -3.709  0.791  -0.08
C  -3.453  -3.634  0.832  -0.39
C  -2.851  -4.657  1.792  -0.06
C  -2.917  -2.249  1.188  -0.27
C  -3.292  -1.729  2.581  -0.07
O  -3.604  -0.323  2.358  -0.02
C  -3.652  -0.184  1.002  -0.36
N  -3.399  -1.187  0.281  0.17
C  -4.010  1.171  0.514  -0.14
C  -5.055  1.855  1.139  -0.03
C  -5.478  3.074  0.647  -0.09
C  -4.877  3.610  -0.490  -0.09
C  -3.832  2.939  -1.099  -0.08
C  -3.354  1.728  -0.586  -0.26
P  -1.858  0.890  -1.288  1.15
C  -0.547  2.083  -1.674  -0.37
C  -0.561  3.524  -1.958  -0.09
C  0.592  4.164  -2.228  -0.12
C  1.915  3.510  -2.323  -0.39
C  1.773  2.011  -2.462  -0.46
C  0.590  1.387  -1.824  -0.24
C  -2.516  0.538  -2.964  -0.33
C  -3.647  -0.288  -3.034  -0.10
C  -4.172  -0.655  -4.263  -0.11
C  -3.570  -0.215  -5.438  -0.12
C  -2.443  0.585  -5.374  -0.09
C  -1.913  0.961  -4.143  -0.07
H  -5.306  -4.695  0.455  0.07
H  -5.383  -2.959  0.112  0.07
H  -5.413  -3.542  1.778  0.07
H  -3.083  -3.837  -0.179  0.14
H  -3.238  -4.512  2.805  0.08
H  -1.768  -4.549  1.856  0.09
H  -3.103  -5.677  1.491  0.07
H  -1.823  -2.264  1.106  0.12
H  -2.465  -1.803  3.286  0.11
H  -4.184  -2.201  3.001  0.11
H  -5.525  1.409  2.006  0.11
H  -6.290  3.597  1.138  0.09
H  -5.222  4.551  -0.901  0.10
H  -3.388  3.339  -1.998  0.09
H  -1.478  4.085  -1.867  0.07
H  0.557  5.249  -2.323  0.10
H  2.428  3.793  -1.395  0.07
H  1.746  1.720  -3.527  0.07
H  0.564  0.324  -1.684  -0.06
H  -4.087  -0.650  -2.114  0.08
H  -5.045  -1.297  -4.302  0.09
H  -3.975  -0.508  -6.400  0.09
H  -1.956  0.917  -6.283  0.10
H  -1.015  1.565  -4.101  0.10
N  1.354  -0.832  -3.923  0.04
C  2.642  -0.879  -3.821  -0.26
H  0.924  -1.762  -4.049  0.04
F  2.420  -3.295  -3.419  0.05
C  3.225  -2.289  -3.922  -0.48
F  3.471  -2.634  -5.222  0.08
C  4.553  -2.447  -3.163  -0.58
F  5.106  -3.659  -3.368  0.14
F  4.337  -2.319  -1.844  0.13
F  5.458  -1.537  -3.533  0.14
C  1.793  4.070  -5.184  -0.17
Si  3.203  4.145  -3.899  0.37
C  3.530  5.790  -2.959  -0.20
C  4.526  4.679  -5.303  -0.26
C  4.226  2.456  -3.734  -0.45
Te  3.752  1.220  -2.094  1.71
C  4.482  2.687  -0.730  -0.49
Si  6.147  2.252  -0.019  0.40
C  7.366  1.975  -1.424  -0.19
C  6.753  3.691  1.022  -0.19
C  6.049  0.717  1.034  -0.17
H  1.708  5.062  -5.643  0.02
H  0.808  3.775  -4.819  0.01
H  2.092  3.381  -5.981  0.03
H  3.240  6.604  -3.633  0.02
H  4.603  5.913  -2.781  0.02
H  3.004  5.916  -2.012  0.01
H  4.227  5.636  -5.751  0.00
H  4.599  3.945  -6.114  0.01
H  5.534  4.812  -4.889  0.00
H  5.302  2.635  -3.735  0.00
H  3.985  1.847  -4.610  0.02
H  3.737  2.720  0.068  0.02
H  4.509  3.640  -1.264  0.01
H  7.522  2.885  -2.010  0.03
H  7.030  1.195  -2.113  0.02
H  8.334  1.661  -1.023  0.02
H  6.795  4.612  0.434  0.02
H  7.752  3.503  1.426  0.02
H  6.077  3.860  1.863  0.03
H  5.487  -0.090  0.559  0.03
H  5.531  0.916  1.975  0.04
H  7.055  0.354  1.270  0.03

Output
Kohn-Sham gap in eV: 6.0613
HOMO in eV: -2.3
2S+1: 1
Total charge: -2
LUMO level in eV: 3.7632

***

Arrangement two

Here is C43H55F5N2O6PRbSi2Te as an isolated structure from the OMol25 dataset. Energies are from ωB97M-V with the def2-TZVPD basis set.

Last column: Löwdin charge in e.
Positions of all 116 atoms, in Å:
Rb  0.503  -0.454  -0.419  0.86
O  1.437  -3.578  -3.136  -0.04
C  1.300  -2.364  -2.894  -0.69
O  0.228  -1.706  -2.813  -0.16
C  2.640  -1.557  -2.762  -0.12
C  2.554  -0.021  -2.860  -0.27
C  3.834  0.528  -3.496  -0.11
C  4.864  0.227  -2.379  -0.10
C  3.957  -0.290  -1.243  -0.27
O  2.744  0.445  -1.497  -0.24
C  3.532  -1.745  -1.489  -0.11
C  2.958  -2.392  -0.179  -0.68
O  3.765  -2.516  0.753  -0.01
O  1.736  -2.695  -0.194  -0.34
H  3.231  -1.912  -3.610  0.14
H  1.597  0.339  -3.237  0.14
H  4.073  0.043  -4.444  0.11
H  3.733  1.602  -3.666  0.10
H  5.609  -0.517  -2.669  0.11
H  5.393  1.132  -2.071  0.10
H  4.297  -0.098  -0.227  0.16
H  4.412  -2.344  -1.727  0.15
C  -2.659  -1.335  -0.802  -0.09
C  -3.165  0.106  -0.894  -0.37
C  -4.693  0.107  -0.865  -0.07
C  -2.620  0.785  -2.156  -0.26
C  -3.363  2.020  -2.679  -0.10
O  -2.315  2.850  -3.218  0.00
C  -1.173  2.393  -2.614  -0.34
N  -1.254  1.308  -1.973  0.13
C  0.047  3.191  -2.871  -0.13
C  0.212  3.587  -4.197  -0.03
C  1.323  4.308  -4.600  -0.10
C  2.265  4.658  -3.650  -0.09
C  2.090  4.285  -2.323  -0.09
C  0.994  3.535  -1.887  -0.26
P  0.762  3.017  -0.082  1.08
C  -0.637  4.190  0.135  -0.35
C  -1.866  3.665  0.530  -0.11
C  -2.994  4.477  0.588  -0.09
C  -2.908  5.821  0.258  -0.11
C  -1.684  6.356  -0.126  -0.10
C  -0.560  5.545  -0.191  -0.10
C  2.198  3.868  0.653  -0.39
C  2.107  4.858  1.627  -0.09
C  3.251  5.346  2.246  -0.09
C  4.498  4.841  1.911  -0.11
C  4.597  3.832  0.963  -0.09
C  3.455  3.344  0.344  -0.11
H  -2.767  -1.731  0.208  0.05
H  -1.626  -1.446  -1.128  -0.01
H  -3.228  -1.974  -1.487  0.10
H  -2.804  0.672  -0.028  0.13
H  -5.099  -0.376  -1.760  0.08
H  -5.111  1.114  -0.799  0.07
H  -5.053  -0.457  0.000  0.08
H  -2.559  0.022  -2.943  0.16
H  -3.850  2.584  -1.878  0.11
H  -4.075  1.814  -3.475  0.12
H  -0.548  3.312  -4.919  0.11
H  1.444  4.590  -5.639  0.09
H  3.140  5.234  -3.930  0.10
H  2.833  4.602  -1.608  0.09
H  -1.921  2.635  0.851  0.05
H  -3.938  4.051  0.909  0.10
H  -3.789  6.452  0.301  0.09
H  -1.603  7.406  -0.384  0.09
H  0.385  5.964  -0.515  0.11
H  1.132  5.216  1.931  0.10
H  3.158  6.107  3.012  0.09
H  5.388  5.213  2.406  0.09
H  5.562  3.404  0.716  0.10
H  3.529  2.532  -0.374  0.10
N  -1.051  1.745  2.715  0.03
C  0.143  2.210  2.598  -0.19
H  -1.231  1.202  3.568  0.01
F  2.422  2.127  3.220  0.07
C  1.152  1.973  3.718  -0.45
F  1.007  2.945  4.686  0.07
C  1.235  0.624  4.465  -0.55
F  2.064  0.687  5.533  0.13
F  1.680  -0.341  3.663  0.15
F  0.043  0.227  4.954  0.12
C  -3.024  -1.292  3.272  -0.19
Si  -3.128  -3.165  3.319  0.40
C  -4.161  -3.817  1.878  -0.18
C  -4.062  -3.645  4.901  -0.20
C  -1.434  -3.959  3.354  -0.61
Te  0.091  -3.264  1.961  1.29
C  -0.638  -4.297  0.237  -0.56
Si  0.181  -5.945  -0.097  0.41
C  -0.010  -7.056  1.430  -0.20
C  -0.737  -6.762  -1.534  -0.19
C  1.987  -5.767  -0.551  -0.17
H  -3.999  -0.854  3.035  0.03
H  -2.303  -0.915  2.542  0.00
H  -2.719  -0.899  4.248  0.03
H  -5.166  -3.384  1.913  0.02
H  -4.264  -4.905  1.952  0.03
H  -3.738  -3.588  0.900  0.00
H  -5.071  -3.221  4.918  0.02
H  -3.532  -3.277  5.784  0.02
H  -4.153  -4.731  4.991  0.02
H  -1.500  -5.049  3.280  -0.01
H  -0.972  -3.750  4.325  -0.01
H  -0.450  -3.637  -0.615  0.00
H  -1.720  -4.400  0.359  0.00
H  -1.060  -7.296  1.630  0.02
H  0.411  -6.582  2.320  0.01
H  0.523  -7.999  1.269  0.02
H  -1.805  -6.867  -1.319  0.02
H  -0.336  -7.758  -1.747  0.02
H  -0.620  -6.146  -2.430  0.03
H  2.594  -5.413  0.286  0.03
H  2.068  -5.044  -1.369  0.02
H  2.376  -6.734  -0.890  0.02

Output
Kohn-Sham gap in eV: 5.4746
HOMO in eV: -1.8
2S+1: 1
Total charge: -2
LUMO level in eV: 3.6646

***

Last place for stability: arrangement one